No. 1
{
  "formula": "C18H44N8O17P",
  "method": "ωB97M-V with the def2-TZVPD basis set",
  "fmax_ev_per_a": 4.94,
  "lumo_ev": -2.87,
  "relative_energy_ev": 3.300,
  "homo_lumo_gap_ev": 9.147,
  "spin_multiplicity": 1,
  "total_charge": 1,
  "homo_energy_ev": -12.02,
  "elements": ["C", "C", "O", "N", "C", "C", "C", "C", "P", "C", "C", "C", "C", "O", "C", "O", "H", "H", "H", "H", "H", "H", "H", "H", "H", "H", "H", "H", "H", "H", "H", "H", "H", "H", "H", "H", "H", "H", "H", "C", "N", "O", "O", "H", "H", "H", "C", "N", "O", "O", "H", "H", "H", "C", "N", "O", "O", "H", "H", "H", "C", "N", "O", "O", "H", "H", "H", "C", "N", "O", "O", "H", "H", "H", "C", "N", "O", "O", "H", "H", "H", "C", "N", "O", "O", "H", "H", "H"],
  "positions_angstrom": [[-6.366, 3.780, 1.854], [-5.797, 2.653, 0.866], [-6.440, 1.577, 0.738], [-4.543, 2.899, 0.118], [-4.810, 2.742, -1.362], [-3.821, 3.664, -2.236], [-3.423, 3.048, -3.661], [-2.123, 2.103, -3.661], [-1.899, 1.041, -2.120], [-1.127, 2.023, -0.653], [-0.671, 1.055, 0.583], [-0.996, 1.897, 1.940], [0.114, 1.677, 3.089], [0.684, 2.914, 3.595], [1.512, 3.543, 2.635], [2.351, 2.942, 1.912], [-5.528, 4.196, 2.514], [-7.142, 3.242, 2.516], [-6.926, 4.620, 1.311], [-3.873, 2.150, 0.387], [-4.735, 1.629, -1.675], [-5.907, 3.026, -1.582], [-4.406, 4.637, -2.453], [-2.875, 3.990, -1.689], [-4.304, 2.521, -4.179], [-3.176, 3.949, -4.342], [-2.243, 1.377, -4.554], [-1.150, 2.667, -3.839], [-0.892, 0.056, -2.459], [-3.054, 0.290, -1.732], [-1.888, 2.755, -0.205], [-0.228, 2.570, -1.113], [-1.299, 0.107, 0.505], [0.447, 0.803, 0.526], [-1.025, 3.036, 1.740], [-2.064, 1.632, 2.283], [0.897, 0.951, 2.683], [-0.383, 1.161, 3.990], [1.437, 4.688, 2.513], [2.139, -2.459, -0.905], [0.987, -1.519, -0.908], [-0.123, -1.988, -0.718], [1.235, -0.334, -1.101], [1.771, -3.467, -0.723], [2.618, -2.393, -1.882], [2.816, -2.146, -0.111], [2.814, 0.694, 5.985], [2.133, -0.624, 6.059], [2.519, -1.498, 5.298], [1.234, -0.735, 6.878], [3.586, 0.647, 5.218], [2.061, 1.439, 5.730], [3.254, 0.894, 6.961], [2.777, 1.529, -3.886], [3.503, 0.255, -4.134], [3.890, 0.042, -5.272], [3.659, -0.483, -3.177], [2.712, 2.084, -4.820], [1.784, 1.275, -3.519], [3.342, 2.090, -3.143], [2.242, -3.718, 7.915], [2.825, -4.729, 8.834], [2.312, -5.834, 8.850], [3.779, -4.376, 9.507], [1.405, -4.167, 7.382], [1.905, -2.878, 8.521], [3.024, -3.416, 7.219], [4.212, -2.915, -6.835], [3.143, -3.878, -6.461], [2.860, -3.968, -5.276], [2.627, -4.507, -7.369], [4.578, -2.429, -5.933], [5.008, -3.479, -7.320], [3.774, -2.186, -7.515], [-0.431, -3.506, 4.678], [0.302, -4.776, 4.428], [0.687, -4.985, 3.289], [0.464, -5.516, 5.383], [-0.501, -2.952, 3.744], [-1.423, -3.767, 5.047], [0.131, -2.941, 5.421], [1.007, -1.591, -6.786], [0.029, -0.567, -6.336], [0.167, -0.116, -5.206], [-0.841, -0.250, -7.124], [1.718, -1.771, -5.982], [0.450, -2.498, -7.019], [1.512, -1.198, -7.668]],
  "mulliken_charge": [-0.922, 0.532, -0.541, -0.123, -0.477, -0.580, -0.724, -0.379, 0.114, -0.713, -0.143, -0.750, -0.553, -0.370, 0.153, -0.477, 0.276, 0.307, 0.263, 0.007, 0.186, 0.447, 0.383, 0.260, 0.314, 0.346, 0.269, 0.446, 0.137, 0.169, 0.449, 0.414, 0.412, 0.212, 0.293, 0.374, 0.318, 0.310, 0.362, -0.763, 0.834, -0.534, -0.421, 0.327, 0.245, 0.301, -0.742, 0.925, -0.518, -0.515, 0.302, 0.226, 0.322, -0.583, 0.960, -0.535, -0.535, 0.313, 0.017, 0.368, -0.655, 0.910, -0.520, -0.546, 0.246, 0.295, 0.270, -0.657, 0.878, -0.491, -0.524, 0.268, 0.321, 0.232, -0.439, 0.947, -0.552, -0.531, 0.261, 0.306, 0.011, -0.663, 0.903, -0.498, -0.532, 0.086, 0.328, 0.356]
}

***

No. 2
{
  "formula": "C19H34ClN2O8P2",
  "method": "ωB97M-V with the def2-TZVPD basis set",
  "fmax_ev_per_a": 7.77,
  "lumo_ev": -3.43,
  "homo_lumo_gap_ev": 7.974,
  "spin_multiplicity": 1,
  "total_charge": 1,
  "homo_energy_ev": -11.41,
  "elements": ["C", "C", "C", "Cl", "C", "N", "C", "C", "N", "C", "C", "C", "C", "C", "C", "C", "H", "H", "H", "H", "H", "H", "H", "H", "H", "H", "H", "H", "H", "H", "H", "H", "C", "O", "P", "O", "O", "C", "O", "C", "H", "H", "H", "H", "H", "H", "H", "H", "H", "C", "O", "P", "O", "O", "C", "O", "C", "H", "H", "H", "H", "H", "H", "H", "H", "H"],
  "positions_angstrom": [[-3.363, 0.903, 1.198], [-2.818, -0.467, 0.746], [-1.376, -0.436, 0.079], [-0.630, 1.164, 0.392], [-0.481, -1.531, 0.631], [-0.696, -2.351, 1.674], [0.345, -3.218, 1.864], [1.275, -2.958, 0.882], [0.715, -1.911, 0.181], [1.542, -1.380, -0.939], [2.205, -0.060, -0.477], [2.448, 0.156, 0.882], [3.013, 1.340, 1.345], [3.326, 2.336, 0.418], [3.113, 2.145, -0.941], [2.549, 0.945, -1.369], [-3.395, 1.658, 0.402], [-2.884, 1.277, 2.111], [-4.422, 0.738, 1.474], [-2.849, -1.141, 1.615], [-3.543, -0.872, 0.021], [-1.543, -0.627, -0.990], [-1.499, -2.349, 2.287], [0.452, -3.967, 2.641], [2.229, -3.448, 0.695], [2.369, -2.087, -1.080], [0.945, -1.224, -1.844], [2.214, -0.581, 1.656], [3.174, 1.499, 2.410], [3.739, 3.270, 0.808], [3.359, 2.953, -1.629], [2.382, 0.828, -2.443], [7.190, -4.286, -1.232], [6.278, -3.254, -0.797], [6.234, -2.943, 0.860], [4.763, -3.087, 1.064], [6.678, -1.391, 0.652], [6.292, -0.636, -0.491], [6.691, -2.841, 2.451], [8.102, -2.702, 2.733], [7.109, -4.380, -2.312], [8.218, -4.020, -0.976], [6.930, -5.242, -0.771], [5.254, -0.825, -0.768], [6.954, -0.858, -1.326], [6.398, 0.419, -0.242], [8.472, -1.744, 2.368], [8.666, -3.519, 2.284], [8.230, -2.738, 3.812], [-9.797, 3.081, -2.363], [-9.148, 3.634, -1.200], [-7.907, 2.713, -0.525], [-8.409, 2.656, 0.873], [-6.792, 3.881, -0.742], [-7.124, 5.262, -0.648], [-6.685, 1.581, -0.392], [-5.911, 1.291, -1.568], [-10.572, 3.774, -2.683], [-9.079, 2.953, -3.178], [-10.257, 2.121, -2.121], [-7.804, 5.458, 0.181], [-7.561, 5.606, -1.584], [-6.200, 5.814, -0.480], [-5.325, 2.162, -1.866], [-6.556, 0.975, -2.388], [-5.228, 0.478, -1.324]],
  "nbo_charge": [-0.623, -0.398, -0.252, 0.022, 0.417, -0.464, -0.045, -0.043, -0.282, -0.248, 0.036, -0.246, -0.187, -0.203, -0.203, -0.242, 0.227, 0.226, 0.240, 0.187, 0.226, 0.250, 0.449, 0.259, 0.299, 0.251, 0.231, 0.214, 0.227, 0.225, 0.230, 0.217, -0.272, -0.720, 2.407, -1.101, -0.824, -0.242, -0.687, -0.275, 0.208, 0.178, 0.184, 0.182, 0.183, 0.196, 0.200, 0.177, 0.209, -0.271, -0.712, 2.384, -1.038, -0.829, -0.245, -0.705, -0.270, 0.209, 0.169, 0.184, 0.200, 0.181, 0.189, 0.196, 0.179, 0.179]
}

***

No. 3
{
  "formula": "H5NS",
  "method": "ωB97M-V with the def2-TZVPD basis set",
  "fmax_ev_per_a": 0.87,
  "lumo_ev": [-4.04, -7.31],
  "relative_energy_ev": 0.000,
  "homo_lumo_gap_ev": [11.321, 7.604],
  "spin_multiplicity": 2,
  "total_charge": 1,
  "homo_energy_ev": [-15.36, -14.92],
  "elements": ["N", "H", "H", "H", "H", "S", "H"],
  "positions_angstrom": [[0.499, -0.034, 0.767], [1.139, -0.819, 0.635], [1.063, 0.784, 1.019], [0.056, 0.157, -0.179], [-0.149, -0.267, 1.519], [-0.740, 0.421, -2.044], [-1.868, -0.242, -1.717]],
  "nbo_charge": [-0.899, 0.446, 0.449, 0.408, 0.452, 0.014, 0.129]
}

***

No. 4
{
  "formula": "C6H11NOS",
  "method": "ωB97M-V with the def2-TZVPD basis set",
  "fmax_ev_per_a": 4.02,
  "lumo_ev": -0.04,
  "relative_energy_ev": 5.769,
  "homo_lumo_gap_ev": 9.546,
  "spin_multiplicity": 1,
  "homo_energy_ev": -9.59,
  "elements": ["C", "C", "C", "C", "C", "C", "N", "O", "S", "H", "H", "H", "H", "H", "H", "H", "H", "H", "H", "H"],
  "positions_angstrom": [[3.293, 1.102, -1.719], [2.772, 2.098, -1.316], [1.553, -0.220, 1.352], [-3.848, -2.376, -0.676], [2.081, 3.397, -1.208], [-2.486, -2.396, 1.173], [-3.735, -2.107, 0.543], [0.460, 2.081, 1.564], [0.964, 1.089, 0.656], [3.946, 0.296, -1.847], [1.837, -0.345, 2.307], [1.821, -1.049, 0.796], [-4.858, -2.307, -0.989], [-3.136, -2.967, -1.297], [2.189, 3.651, -0.144], [0.979, 3.460, -1.368], [2.540, 4.248, -1.842], [-1.945, -1.617, 1.539], [-2.639, -3.165, 1.994], [-1.789, -2.873, 0.478]],
  "nbo_charge": [-0.249, -0.015, -0.778, -0.069, -0.717, -0.438, -0.372, -0.912, 1.251, 0.231, 0.221, 0.225, 0.173, 0.142, 0.244, 0.251, 0.249, 0.206, 0.204, 0.156]
}

***

No. 5
{
  "formula": "C7H8O",
  "method": "ωB97M-V with the def2-TZVPD basis set",
  "fmax_ev_per_a": 5.75,
  "lumo_ev": 0.87,
  "relative_energy_ev": 3.965,
  "homo_lumo_gap_ev": 9.042,
  "spin_multiplicity": 1,
  "smiles": "C[C@]12CC(=C=O)[C@H]1C2",
  "homo_energy_ev": -8.17,
  "elements": ["C", "C", "C", "C", "C", "C", "C", "O", "H", "H", "H", "H", "H", "H", "H", "H"],
  "positions_angstrom": [[1.051, -1.567, 1.152], [1.802, -2.427, 1.795], [0.706, -0.068, 1.468], [-1.018, -1.075, 0.004], [0.438, -1.434, -0.233], [0.112, 0.005, 0.081], [0.077, 1.196, -0.868], [2.546, -3.076, 2.403], [-0.027, -0.043, 2.374], [1.553, 0.540, 1.455], [-1.518, -1.009, -0.877], [-1.491, -1.305, 0.839], [1.025, -1.905, -1.030], [0.153, 0.890, -1.827], [1.102, 1.596, -0.769], [-0.703, 1.893, -0.494]],
  "nbo_charge": [-0.363, 0.696, -0.358, -0.398, -0.204, -0.016, -0.613, -0.463, 0.211, 0.214, 0.208, 0.204, 0.231, 0.221, 0.206, 0.225]
}